310
Properties=species:S:1:pos:R:3:lowdin_charge:R:1 method="wB97M-V/def2-TZVPD" fmax_ev_per_a=3.884 lumo_ev=-5.384 total_charge=+4 energy_ha=-8356.447587 homo_lumo_gap_ev=10.1065
C 9.739 17.937 21.943 -0.07
C 10.806 16.943 22.432 -0.19
C 10.291 16.218 23.687 -0.20
N 11.046 15.201 24.285 -0.26
C 11.145 13.954 23.356 0.10
C 10.437 14.869 25.623 -0.06
C 11.583 14.132 26.349 -0.12
C 12.882 14.715 25.785 -0.12
C 12.430 15.698 24.702 -0.09
H 8.770 17.876 22.503 0.10
H 9.419 17.666 20.950 0.05
H 10.062 18.964 21.919 0.08
H 11.760 17.394 22.515 0.09
H 11.041 16.230 21.627 0.10
H 9.323 15.808 23.468 0.13
H 10.074 17.005 24.451 0.16
H 10.212 13.890 22.831 0.11
H 11.357 13.053 23.924 0.12
H 11.917 14.146 22.665 0.07
H 9.555 14.327 25.482 0.12
H 10.184 15.841 26.105 0.15
H 11.628 13.122 26.072 0.09
H 11.592 14.121 27.440 0.13
H 13.476 13.961 25.278 0.12
H 13.468 15.174 26.545 0.10
H 13.077 15.701 23.885 0.11
H 12.336 16.740 24.918 0.10
C 15.284 15.063 17.027 -0.09
C 16.435 15.453 17.846 -0.23
C 15.986 16.540 18.807 -0.11
N 17.038 17.124 19.713 -0.24
C 17.492 16.073 20.641 0.01
C 16.538 18.263 20.526 -0.08
C 17.824 19.071 20.904 -0.11
C 18.563 19.051 19.572 -0.15
C 18.240 17.726 18.915 -0.06
H 14.672 15.952 16.758 0.07
H 14.602 14.304 17.466 0.09
H 15.587 14.635 16.073 0.07
H 17.270 15.844 17.185 0.13
H 16.910 14.613 18.383 0.08
H 15.272 16.070 19.503 0.13
H 15.550 17.411 18.301 0.13
H 18.198 16.517 21.414 0.10
H 18.021 15.353 20.043 0.08
H 16.637 15.601 21.060 0.09
H 15.874 17.892 21.296 0.14
H 15.978 18.916 19.889 0.13
H 18.476 18.645 21.642 0.08
H 17.510 20.029 21.304 0.12
H 19.659 19.161 19.788 0.12
H 18.284 19.860 18.845 0.12
H 19.135 17.064 18.857 0.13
H 17.906 17.792 17.893 0.09
C 10.283 15.987 18.495 -0.09
C 10.903 14.818 17.732 -0.18
C 9.917 13.677 18.078 -0.14
N 10.110 12.438 17.256 -0.26
C 9.478 12.585 15.947 0.02
C 9.441 11.308 18.029 -0.09
C 10.346 10.100 17.845 -0.13
C 11.532 10.537 16.914 -0.11
C 11.601 12.044 17.184 -0.08
H 10.028 15.626 19.489 0.06
H 9.378 16.411 18.000 0.10
H 10.912 16.825 18.622 0.06
H 11.860 14.558 18.071 0.08
H 10.967 15.006 16.627 0.10
H 8.840 13.884 18.100 0.15
H 10.194 13.447 19.076 0.09
H 9.541 11.593 15.449 0.13
H 10.071 13.322 15.432 0.08
H 8.417 12.892 16.050 0.13
H 8.443 11.114 17.668 0.13
H 9.327 11.579 19.121 0.15
H 9.801 9.279 17.418 0.11
H 10.732 9.713 18.775 0.11
H 11.246 10.283 15.884 0.11
H 12.527 9.998 17.139 0.13
H 12.033 12.604 16.389 0.09
H 12.019 12.226 18.173 0.11
C 21.480 10.918 20.367 -0.08
C 22.168 12.225 20.810 -0.20
C 23.507 12.199 20.113 -0.20
N 24.371 13.301 20.445 -0.28
C 24.931 13.081 21.819 0.06
C 23.696 14.588 20.216 -0.10
C 24.868 15.596 19.979 -0.09
C 26.037 14.763 19.318 -0.09
C 25.527 13.291 19.456 -0.07
H 22.149 10.087 20.528 0.07
H 21.241 10.899 19.264 0.09
H 20.521 10.661 20.849 0.06
H 22.185 12.271 21.940 0.14
H 21.642 13.062 20.354 0.08
H 23.341 12.167 19.031 0.13
H 23.965 11.229 20.323 0.14
H 25.545 13.882 22.108 0.10
H 25.519 12.138 21.858 0.13
H 24.069 13.141 22.471 0.10
H 22.964 14.816 20.973 0.10
H 23.176 14.478 19.311 0.09
H 25.158 16.076 20.917 0.10
H 24.453 16.293 19.274 0.11
H 26.966 14.900 19.851 0.11
H 26.187 14.995 18.276 0.11
H 26.266 12.619 19.867 0.13
H 25.200 12.862 18.507 0.14
C 19.754 16.169 13.123 -0.08
C 20.803 17.044 13.792 -0.22
C 20.298 18.414 14.220 -0.14
N 21.315 19.442 14.643 -0.26
C 22.010 19.973 13.385 0.03
C 22.340 18.944 15.590 -0.11
C 21.606 18.926 16.894 -0.12
C 20.807 20.284 16.853 -0.10
C 20.593 20.577 15.348 -0.07
H 20.058 15.137 13.112 0.06
H 19.591 16.589 12.146 0.07
H 18.780 16.144 13.633 0.08
H 21.707 17.105 13.082 0.13
H 21.221 16.549 14.683 0.10
H 19.574 18.301 14.969 0.10
H 19.592 18.941 13.473 0.17
H 22.822 20.674 13.634 0.11
H 21.286 20.506 12.774 0.11
H 22.403 19.071 12.809 0.12
H 23.112 19.749 15.574 0.16
H 22.707 18.048 15.229 0.11
H 22.293 18.939 17.746 0.12
H 21.001 18.019 17.042 0.11
H 21.285 21.093 17.403 0.12
H 19.839 20.093 17.345 0.07
H 21.054 21.527 15.123 0.13
H 19.595 20.650 15.032 0.10
C 18.944 20.874 25.054 -0.10
C 19.356 19.875 26.117 -0.20
C 18.785 18.477 25.657 -0.12
N 19.211 17.304 26.512 -0.25
C 20.657 16.962 26.203 0.03
C 18.437 16.077 26.087 -0.09
C 17.719 15.597 27.374 -0.13
C 18.655 16.057 28.510 -0.12
C 18.979 17.476 27.994 -0.11
H 17.864 20.690 24.788 0.08
H 19.477 20.637 24.089 0.09
H 19.082 21.913 25.269 0.07
H 18.935 20.165 27.049 0.09
H 20.467 19.856 26.178 0.12
H 19.181 18.285 24.607 0.13
H 17.714 18.341 25.658 0.08
H 21.349 17.769 26.342 0.10
H 20.708 16.469 25.268 0.05
H 20.950 16.209 26.974 0.12
H 19.200 15.313 25.850 0.13
H 17.803 16.334 25.199 0.15
H 17.595 14.514 27.231 0.12
H 16.797 16.127 27.362 0.09
H 19.591 15.516 28.644 0.11
H 18.119 16.251 29.478 0.14
H 19.896 17.942 28.419 0.15
H 18.140 18.136 28.182 0.12
C 18.183 12.075 22.788 -0.06
C 17.490 11.191 21.706 -0.20
C 17.153 11.955 20.444 -0.14
N 16.919 11.149 19.250 -0.25
C 18.185 10.457 18.805 0.04
C 16.343 11.970 18.078 -0.05
C 15.352 10.975 17.388 -0.12
C 15.428 9.642 18.158 -0.13
C 15.904 10.126 19.532 -0.12
H 19.240 12.311 22.687 0.06
H 18.010 11.768 23.827 0.07
H 17.640 13.074 22.728 0.09
H 16.721 10.600 22.168 0.11
H 18.264 10.483 21.472 0.08
H 18.049 12.497 20.165 0.12
H 16.397 12.639 20.653 0.11
H 18.893 11.306 18.724 0.09
H 17.944 9.824 17.942 0.11
H 18.504 9.799 19.637 0.11
H 17.125 12.364 17.411 0.12
H 15.804 12.755 18.609 0.10
H 15.469 10.894 16.253 0.13
H 14.351 11.487 17.411 0.09
H 16.155 8.864 17.786 0.12
H 14.516 9.091 18.162 0.10
H 16.338 9.338 20.122 0.13
H 15.025 10.550 20.090 0.15
C 12.077 17.732 30.423 -0.08
C 12.043 19.275 30.337 -0.22
C 13.384 19.769 29.925 -0.15
N 13.334 21.157 29.365 -0.26
C 12.847 22.149 30.380 0.03
C 12.486 21.256 28.067 -0.08
C 13.031 22.493 27.363 -0.13
C 14.463 22.598 27.839 -0.17
C 14.736 21.459 28.783 -0.08
H 12.702 17.291 31.190 0.08
H 12.097 17.260 29.443 0.07
H 11.138 17.521 30.907 0.07
H 11.654 19.628 31.293 0.12
H 11.305 19.561 29.623 0.10
H 13.846 19.156 29.164 0.12
H 14.082 19.892 30.775 0.15
H 11.816 22.411 30.230 0.10
H 13.475 23.021 30.187 0.10
H 12.969 21.933 31.470 0.13
H 11.430 21.400 28.427 0.14
H 12.571 20.314 27.555 0.11
H 12.486 23.412 27.560 0.12
H 12.883 22.283 26.314 0.12
H 14.602 23.552 28.273 0.10
H 15.349 22.498 27.154 0.14
H 15.368 21.730 29.645 0.15
H 14.993 20.591 28.150 0.11
C 14.747 13.817 9.159 -0.09
C 15.576 12.560 9.494 -0.23
C 15.699 12.494 11.000 -0.17
N 16.103 11.184 11.562 -0.27
C 14.917 10.293 11.501 0.06
C 16.759 11.127 12.906 -0.12
C 17.465 9.782 12.987 -0.15
C 17.874 9.363 11.548 -0.09
C 17.322 10.605 10.737 -0.04
H 15.318 14.752 9.365 0.08
H 13.803 13.915 9.694 0.07
H 14.365 13.773 8.090 0.10
H 16.584 12.532 9.053 0.12
H 14.971 11.677 9.130 0.12
H 14.765 12.777 11.442 0.10
H 16.425 13.260 11.306 0.15
H 14.189 10.693 12.262 0.13
H 15.261 9.338 11.773 0.09
H 14.555 10.385 10.459 0.11
H 16.068 11.521 13.652 0.13
H 17.464 11.907 12.887 0.11
H 16.934 9.052 13.569 0.11
H 18.326 9.966 13.673 0.13
H 17.279 8.488 11.247 0.12
H 18.939 9.207 11.479 0.12
H 16.896 10.316 9.750 0.14
H 18.030 11.448 10.764 0.14
C 8.951 16.554 14.545 -0.09
C 10.208 17.345 14.538 -0.26
C 11.159 16.728 13.545 -0.14
N 12.576 17.229 13.511 -0.25
C 13.190 17.176 14.861 0.02
C 12.682 18.672 12.993 -0.05
C 14.086 18.720 12.390 -0.13
C 14.417 17.293 11.943 -0.12
C 13.292 16.402 12.488 -0.09
H 9.027 15.583 15.041 0.06
H 8.675 16.369 13.465 0.12
H 8.260 17.077 15.134 0.07
H 10.640 17.459 15.578 0.12
H 10.032 18.396 14.294 0.12
H 10.727 16.932 12.542 0.15
H 11.198 15.680 13.794 0.12
H 14.262 17.366 14.722 0.10
H 13.044 16.170 15.289 0.10
H 12.784 17.972 15.474 0.11
H 12.564 19.274 13.884 0.13
H 11.936 18.904 12.226 0.15
H 14.839 19.012 13.097 0.08
H 14.164 19.443 11.637 0.11
H 15.385 17.034 12.355 0.11
H 14.559 17.254 10.856 0.12
H 13.637 15.526 13.033 0.10
H 12.623 16.154 11.649 0.15
P 14.730 18.702 25.504 0.16
F 13.608 18.408 26.632 -0.17
F 13.545 18.800 24.354 -0.17
F 14.655 20.253 25.707 -0.11
F 15.917 18.906 24.466 -0.14
F 15.777 18.641 26.747 -0.18
F 14.959 17.084 25.244 -0.17
P 16.519 19.822 15.754 0.15
F 15.117 20.044 14.991 -0.16
F 16.136 18.288 16.012 -0.16
F 17.206 19.291 14.386 -0.16
F 17.923 19.582 16.519 -0.17
F 16.954 21.330 15.406 -0.13
F 15.764 20.290 17.116 -0.15
B 13.358 13.180 14.021 -1.26
F 12.392 13.786 14.864 0.08
F 14.562 13.759 14.213 0.17
F 13.399 11.709 14.251 0.02
F 12.928 13.297 12.690 0.10
B 13.319 12.936 20.549 -1.28
F 13.454 12.231 19.288 0.04
F 14.345 13.883 20.550 0.11
F 12.097 13.556 20.548 0.15
F 13.543 12.008 21.571 0.12
C 19.902 13.008 16.093 -0.68
F 20.055 11.708 16.233 0.14
F 20.651 13.277 15.056 0.14
F 18.640 13.245 15.680 0.09
S 20.235 14.128 17.601 0.51
O 21.550 13.818 18.087 -0.30
O 20.079 15.483 17.033 -0.32
O 19.157 13.712 18.488 -0.34
C 22.169 17.758 22.030 -0.60
F 21.944 18.815 22.858 0.10
F 22.157 18.248 20.738 0.07
F 23.344 17.233 22.256 0.14
S 20.909 16.368 22.306 0.46
O 21.604 15.462 23.225 -0.33
O 19.772 16.983 22.928 -0.34
O 20.828 15.924 20.941 -0.30